[1]
46
Properties=species:S:1:pos:R:3:forces:R:3:nbo_charge:R:1 method="wB97M-V/def2-TZVPD" charge=+1 orbital_gap_ev=6.87 homo_energy_ha=-0.399
Se -2.475 1.192 1.726 -0.2803 -0.3723 -0.1860 1.068
S -0.347 2.989 -3.288 -0.0455 -0.0839 0.0731 0.452
O -0.782 -1.703 1.502 0.0932 0.1497 0.1385 -0.721
N -1.435 -0.127 -1.018 0.0719 0.2253 0.0444 -0.663
N -2.529 2.587 2.762 0.1088 0.2681 0.1460 -0.571
N -0.739 1.393 1.347 -0.2404 -0.0190 -0.0305 -0.899
N 1.445 -0.349 0.781 -0.1496 0.1391 -0.0691 -0.625
C 0.519 1.694 -1.187 -0.2095 -0.0850 -0.0377 -0.643
C -3.481 -1.172 -1.686 -0.1275 0.0505 -0.1931 -0.277
C 1.454 2.729 -1.489 0.0882 0.0017 0.1092 -0.280
C -0.314 2.472 1.998 0.0009 -0.1601 0.0732 0.234
C 3.726 -0.270 2.365 -0.0272 -0.0222 0.0300 -0.112
C 0.285 4.755 3.491 -0.1435 0.0515 0.0732 -0.197
C 0.166 -1.492 2.530 -0.0895 -0.0613 -0.1212 -0.107
C -2.693 0.748 -2.867 0.1379 0.0478 0.0330 -0.242
C -3.648 -0.229 -2.700 0.0195 -0.0694 0.0611 -0.108
C 1.428 -0.834 2.030 0.0195 0.0169 -0.0535 0.216
C 2.540 -0.782 2.856 0.0672 -0.0862 -0.0201 -0.246
C -0.505 1.743 -2.102 0.1104 0.1052 -0.1070 -0.329
C 1.017 2.970 1.992 0.1223 0.1155 0.0070 -0.256
C -0.992 4.305 3.536 0.0778 0.1265 0.0622 -0.181
C -1.326 3.136 2.791 0.0328 -0.1632 -0.1127 0.070
C 2.622 0.090 0.290 -0.0451 -0.0581 -0.0538 0.077
C 1.288 4.080 2.726 0.0975 -0.1189 -0.0966 -0.139
C 1.118 3.489 -2.574 0.0040 0.0198 -0.0833 -0.388
C -1.582 0.778 -2.021 -0.1597 -0.1039 -0.0673 0.237
C -2.375 -1.080 -0.879 0.1848 -0.0730 0.1886 0.067
C 3.776 0.140 1.039 0.0710 -0.0215 0.0315 -0.262
Be -0.027 0.485 -0.009 0.4212 0.0630 0.1103 1.632
H 2.367 2.924 -0.934 -0.0879 -0.0204 -0.0281 0.212
H 2.606 0.420 -0.739 -0.0407 0.0476 0.0514 0.240
H -2.236 -1.791 -0.076 -0.0194 0.1450 -0.0374 0.220
H -4.514 -0.267 -3.348 0.0144 0.0087 0.0125 0.237
H -0.415 -2.341 0.877 0.0272 -0.0240 0.0548 0.483
H -1.762 4.800 4.113 0.0186 -0.0287 -0.0214 0.245
H 4.603 -0.216 2.998 -0.0163 0.0017 -0.0313 0.239
H -2.780 1.498 -3.642 -0.0307 -0.0358 0.0018 0.238
H 2.467 -1.166 3.867 0.0228 0.0190 -0.0333 0.238
H 1.778 2.469 1.411 -0.0098 0.0152 0.0086 0.227
H -4.200 -1.962 -1.524 0.0155 0.0052 -0.0031 0.240
H 2.299 4.470 2.736 -0.0430 0.0173 0.0005 0.229
H 0.560 5.644 4.044 0.0202 -0.0284 -0.0073 0.235
H 1.663 4.316 -3.006 -0.0110 -0.0483 0.0590 0.247
H -0.304 -0.876 3.297 -0.1009 0.0498 -0.0573 0.213
H 4.692 0.504 0.594 -0.0302 -0.0186 -0.0026 0.245
H 0.431 -2.442 2.999 0.0600 0.0122 0.0835 0.204

---

[2]
46
Properties=species:S:1:pos:R:3:forces:R:3:nbo_charge:R:1 method="wB97M-V/def2-TZVPD" charge=0 orbital_gap_ev=7.79 relative_energy_kj_mol=265.0 homo_energy_ha=-0.299 smiles="CNC(=O)c1ccc(-c2cnc3ncc(Sc4ccc(OC)cc4)n3c2)cc1Cl"
Cl -2.113 1.949 0.709 0.0368 -0.0124 -0.0281 0.018
S 3.495 -2.978 1.794 -0.4903 0.1154 -0.5913 0.319
O 0.220 1.728 3.472 0.6176 0.2199 0.0050 -0.515
O -4.933 1.101 -2.619 0.0635 -0.0652 -0.1034 -0.626
N 2.993 -1.929 -3.402 -1.3224 0.9477 1.7111 -0.376
N -4.915 1.652 -0.463 1.6946 -0.5356 0.5425 -0.616
N 2.907 -2.266 -0.952 -2.3991 0.9894 -0.2920 -0.358
N 4.721 -2.947 -2.078 -0.0231 -0.5035 2.1971 -0.435
C -6.226 2.281 -0.541 0.5608 1.3117 0.5349 -0.409
C -2.864 0.677 -1.685 0.8131 -0.1366 0.6196 -0.147
C 1.654 -1.648 -0.879 1.0962 0.0896 -2.6705 0.059
C 0.824 -0.516 3.618 0.4609 0.4962 -0.5309 -0.260
C 1.575 -1.625 3.263 -0.2354 0.6365 -0.1774 -0.203
C 0.505 3.087 3.130 -0.3866 -0.1195 -0.6415 -0.259
C 4.830 -3.203 -0.686 -0.4943 0.3564 -1.1379 -0.048
C -0.619 0.359 -0.816 -0.0739 -0.3925 -0.6945 -0.179
C -1.194 -0.628 -2.953 -0.2361 0.8877 0.6929 -0.213
C 2.038 0.843 2.036 0.6020 0.2816 0.0667 -0.340
C -0.247 -0.467 -1.914 -0.8695 0.9443 -0.0654 -0.047
C -4.275 1.161 -1.585 -2.0692 0.5316 -1.0978 0.636
C 1.060 0.742 3.013 -0.7896 -0.7448 0.5321 0.385
C -2.475 -0.084 -2.854 1.3464 0.7444 2.5949 -0.123
C 1.845 -1.261 -3.304 0.4873 -1.2759 1.6065 0.071
C 1.095 -1.096 -2.024 1.3086 -0.7714 0.3986 -0.083
C 2.570 -1.521 2.285 0.6269 0.6178 -0.2409 -0.221
C -1.894 0.950 -0.693 0.7687 -1.5845 -1.4940 -0.028
C 3.548 -2.383 -2.200 -0.1874 0.3336 -0.7263 0.458
C 3.702 -2.811 0.031 1.5542 -0.0137 -0.6874 -0.097
C 2.858 -0.264 1.741 -0.8510 -0.2027 0.3525 -0.196
H -4.341 1.823 0.365 -0.6234 -0.1048 -0.5765 0.400
H -6.107 3.336 -0.922 -0.3869 -1.0316 0.1244 0.194
H -0.915 -1.104 -3.880 0.0033 -0.3725 0.0230 0.219
H -6.899 1.715 -1.149 -0.1726 -0.2196 -0.5564 0.228
H 1.382 -0.912 -4.222 0.2154 0.0812 0.0128 0.201
H 3.709 -0.145 1.088 -0.0727 -0.0040 -0.2479 0.231
H 0.020 -0.571 4.337 0.0718 -0.1032 0.1607 0.231
H 2.230 1.790 1.537 0.0522 -0.1466 0.1613 0.228
H -0.210 3.749 3.654 0.2725 -0.6295 -0.2966 0.206
H 0.092 0.583 -0.038 0.2659 -0.0758 0.0820 0.217
H -3.142 -0.252 -3.642 -1.1425 0.0263 -0.7451 0.245
H -6.681 2.350 0.466 0.4747 -0.1304 -0.3882 0.203
H 1.165 -1.643 0.043 -0.5728 -0.0374 1.2738 0.228
H 1.514 3.409 3.372 0.2709 -0.2526 0.3224 0.182
H 0.399 3.183 2.044 -0.1737 0.3162 0.0822 0.177
H 5.712 -3.668 -0.275 0.0046 0.0408 -0.0580 0.217
H 1.389 -2.547 3.776 -0.0964 -0.5018 -0.0488 0.228

---

[3]
49
Properties=species:S:1:pos:R:3:forces:R:3:nbo_charge:R:1 method="wB97M-V/def2-TZVPD" charge=-1 orbital_gap_ev=4.10 relative_energy_kj_mol=632.2 homo_energy_ha=-0.052
Co -4.286 1.290 1.262 1.1157 -0.2327 2.2256 -0.049
Co -5.418 -0.147 -0.333 -1.5550 -4.7188 -0.4371 -0.131
O -4.569 -1.373 -2.828 -0.2715 0.8094 0.7781 -0.565
O 1.695 0.924 1.733 0.3982 -0.3733 0.2431 -0.652
O -8.214 -0.702 -0.893 1.3647 0.1041 0.0727 -0.539
O -2.538 -0.424 2.815 -0.5653 0.4429 -1.1363 -0.573
O -4.246 3.774 2.738 0.4724 -1.0033 -1.0224 -0.545
O -2.638 2.966 -0.505 -0.0036 1.4646 -1.6612 -0.580
O -5.182 -2.061 1.907 0.2338 1.1082 -0.6268 -0.557
N -0.097 0.000 0.607 3.2783 -1.7835 1.7319 -0.408
N -1.908 0.876 -0.292 1.9043 0.0468 3.4363 -0.379
C -8.710 3.137 1.307 0.2918 -0.2004 -0.3047 -0.203
C -0.867 -1.155 0.141 0.7643 -0.4825 0.3517 -0.219
C -5.109 -1.174 1.161 -0.7475 -1.1816 0.0859 0.448
C -7.720 2.208 0.990 -0.0373 0.3699 0.0295 -0.222
C 1.068 -0.078 1.411 -1.7877 -0.0188 -1.4309 0.636
C -0.329 2.506 0.631 0.8912 0.6742 0.5908 -0.678
C -2.922 1.786 0.038 0.1219 -2.6659 1.7562 0.306
C -6.695 2.532 0.080 0.0211 0.5806 -0.4972 0.038
C -4.885 -0.877 -1.829 0.5486 -1.5428 -0.9177 0.552
C 1.422 -1.468 1.827 0.3218 -0.2420 0.2907 -0.710
C -7.099 -0.502 -0.657 -1.8849 0.1915 0.3873 0.588
C -8.727 4.381 0.670 0.1498 0.0301 -0.1474 -0.251
C -7.760 4.678 -0.299 -0.1125 -0.1200 0.0903 -0.211
C -4.258 2.775 2.149 -1.5533 0.8885 1.8743 0.592
C -3.242 0.190 2.122 1.2298 -0.5498 2.9347 0.510
C -5.565 1.616 -0.027 0.5955 2.0094 -0.3135 -0.281
C -4.293 1.235 -0.635 0.3235 3.3947 -2.6808 -0.275
C -6.752 3.763 -0.604 -0.2288 -0.2772 0.3773 -0.244
C -3.315 1.956 -1.536 -3.8116 1.9712 -3.7982 -0.137
C -0.704 1.154 0.298 -1.1296 0.1418 -2.3473 0.292
C -2.103 -0.551 -0.478 -0.3877 -0.2801 0.2907 -0.260
H 2.336 -1.406 2.420 -0.0677 -0.0482 -0.0694 0.234
H -9.459 2.874 2.054 0.1060 0.1473 -0.1929 0.203
H -3.010 -0.916 0.023 0.4313 0.3194 -0.3603 0.254
H 0.660 2.473 1.083 -0.2498 0.2313 -0.0415 0.273
H -5.989 3.988 -1.352 -0.1940 0.0160 0.2886 0.209
H 1.605 -2.114 0.960 -0.1320 -0.0058 0.1800 0.216
H -0.289 -1.730 -0.589 0.0280 0.0426 0.0611 0.194
H -9.494 5.113 0.927 0.1954 -0.1571 -0.1067 0.200
H 0.631 -1.898 2.456 0.1202 -0.0413 -0.2058 0.228
H -3.896 2.735 -2.056 0.2226 -0.0479 -0.6366 0.183
H -2.654 1.381 -2.198 -0.2154 0.4283 0.5653 0.220
H -7.700 1.233 1.484 0.0891 0.3619 -0.1302 0.222
H -2.197 -0.784 -1.543 0.0135 0.1054 0.0757 0.207
H -1.119 -1.818 0.975 0.0660 0.1371 -0.0913 0.214
H -1.034 2.958 1.348 -0.1075 0.0294 -0.0196 0.218
H -0.302 3.125 -0.273 -0.2164 0.1062 0.3058 0.233
H -7.783 5.635 -0.820 -0.0397 -0.1801 0.1523 0.201

---

[4]
56
Properties=species:S:1:pos:R:3:forces:R:3:nbo_charge:R:1 method="wB97M-V/def2-TZVPD" charge=-1 orbital_gap_ev=6.92 homo_energy_ha=-0.160
S 1.857 3.235 -1.277 -1.1281 -0.3808 1.2275 2.130
S -0.020 0.840 0.728 -1.0498 -1.6458 -1.5111 0.449
S -0.599 3.920 0.116 1.8059 -0.6860 -0.0826 2.135
S -0.761 -2.170 0.011 -0.3388 1.5813 0.7548 2.286
S -2.787 -0.099 0.714 0.6785 0.1270 0.5309 2.303
F 0.784 -1.043 2.465 0.4233 0.8251 -0.2413 -0.336
F 1.084 1.006 3.135 0.3830 -0.8910 -0.3783 -0.335
F 2.366 0.163 1.536 -0.5746 -0.1063 0.7689 -0.323
O 0.602 -2.050 -0.432 -0.5958 -0.1128 0.1383 -0.916
O -0.811 4.497 1.433 -0.2347 0.0146 -0.6105 -0.950
O 1.510 2.281 -2.309 0.5722 0.8747 0.0118 -0.910
O 3.228 3.468 -0.871 0.0502 -0.3058 -0.3904 -0.951
O 1.472 2.740 1.357 1.5918 1.8475 1.3788 -0.568
O -3.649 -1.194 1.088 -0.0518 0.1458 -0.3898 -0.957
O -3.031 0.661 -0.481 -0.1367 -0.4979 0.6106 -0.899
O -1.829 -2.506 -0.890 0.4861 -0.1147 0.3563 -0.908
O -1.646 3.205 -0.580 -0.0267 0.7312 0.2494 -0.919
N -1.181 -0.635 0.781 0.0251 -1.4840 -0.4274 -1.134
C -0.563 6.457 -1.120 0.2340 -0.1893 -0.0194 -0.186
C 1.186 4.864 -1.664 -0.0366 0.3302 -0.1015 -0.207
C 1.824 5.811 -2.464 -0.1950 -0.1445 0.0764 -0.221
C 1.259 7.081 -2.592 -0.1023 -0.0936 0.0158 -0.209
C 2.248 3.852 1.978 -0.6448 -1.1063 -0.5617 -0.256
C 0.867 2.902 0.163 -0.3970 0.9233 -1.0230 -0.573
C -2.141 1.369 4.431 -0.0724 -0.1880 -0.1372 -0.206
C -0.761 -5.024 3.588 0.1185 0.0230 0.0494 -0.207
C -0.759 -3.293 1.419 0.1938 -0.2304 -0.1078 -0.219
C -2.686 0.992 2.126 -0.3913 0.2039 0.0448 -0.229
C -1.897 -4.268 3.302 0.1453 -0.0111 -0.2787 -0.208
C 0.398 -4.021 1.711 -0.2758 0.0376 0.1362 -0.211
C -3.022 2.328 1.960 0.0557 -0.2381 0.0001 -0.208
C -1.907 -3.428 2.189 -0.0044 -0.0790 0.2154 -0.230
C -2.810 3.209 3.015 -0.4482 -0.1609 0.4294 -0.189
C 0.027 5.200 -0.978 -0.3855 0.2945 -0.2311 -0.320
C -2.275 0.489 3.359 -0.0369 0.3034 -0.0351 -0.232
C 1.110 0.205 2.033 -0.0550 0.2400 0.3510 0.835
C 0.386 -4.903 2.797 -0.2248 0.1413 -0.1745 -0.223
C -2.404 2.732 4.263 0.0447 0.0650 -0.2416 -0.212
C 0.067 7.404 -1.930 -0.0940 -0.2368 0.0084 -0.212
H 2.761 5.543 -2.945 -0.1658 0.1364 -0.0015 0.232
H -3.413 2.649 1.000 0.3118 0.0954 0.1383 0.257
H -2.796 -2.865 1.933 0.0631 0.0050 0.0127 0.272
H -2.990 4.268 2.863 0.0006 -0.1442 0.0756 0.222
H 2.050 4.801 1.462 0.0366 -0.3054 0.1927 0.184
H -0.770 -5.710 4.439 0.0611 0.2246 -0.2439 0.208
H 1.750 7.821 -3.225 -0.1212 -0.1493 0.2061 0.212
H -1.483 6.667 -0.572 0.2850 0.0715 -0.2028 0.229
H -0.387 8.389 -2.048 0.2204 -0.2340 0.0244 0.212
H -1.814 0.979 5.393 -0.0760 0.1328 -0.1522 0.208
H -2.788 -4.325 3.928 0.2517 -0.0929 -0.1617 0.213
H -2.295 3.428 5.102 0.0523 -0.3069 -0.3476 0.207
H 1.921 3.875 3.022 0.1406 0.1645 -0.2041 0.188
H -2.052 -0.568 3.456 0.0793 0.0840 0.0479 0.232
H 1.286 -3.886 1.101 -0.1538 -0.0033 0.0994 0.245
H 3.292 3.548 1.879 -0.0469 0.3407 0.1268 0.193
H 1.276 -5.495 3.017 -0.2461 0.1746 -0.0214 0.213

---

[5]
49
Properties=species:S:1:pos:R:3:forces:R:3:mulliken_spin:R:1 method="wB97M-V/def2-TZVPD" spin_multiplicity=6 s2=8.784 charge=+2 orbital_gap_ev="6.89 / 3.48" relative_energy_kj_mol=0.0 homo_energy_ha="-0.471 / -0.469"
Ir 0.757 -0.862 0.279 -0.0236 -0.1198 -0.1646 2.959
S 5.466 -0.674 0.087 0.1798 -0.0362 -0.1302 0.025
S 0.903 -1.268 -4.356 0.1186 0.0952 -0.2039 0.014
S 0.701 -1.756 2.696 -0.0189 -0.1292 0.4352 0.903
O -0.433 0.796 -0.722 0.1469 -0.2065 0.0057 0.183
O -3.124 5.211 -1.237 -0.0256 0.0517 0.1552 0.001
O -3.479 6.001 0.906 0.0480 -0.0906 -0.1120 0.008
O -0.129 0.690 1.417 0.0092 0.1426 0.1051 0.193
N 1.064 -1.265 -1.844 -0.0840 0.1289 -0.5380 0.104
N -0.204 -2.943 0.625 -0.0066 -0.0488 0.1529 0.132
N 2.955 -0.848 0.017 0.0668 0.1170 -0.1300 0.118
C 4.737 -0.942 -1.435 -0.0557 0.0301 0.0687 0.004
C -2.781 4.857 0.958 -0.0785 0.1543 0.3446 0.021
C -1.392 2.545 0.588 0.0178 -0.0480 -0.0811 -0.001
C -1.874 3.221 -0.557 -0.0483 0.0680 0.0791 0.008
C -2.563 4.374 -0.328 0.0617 -0.1359 -0.3685 -0.001
C 3.964 -0.662 0.852 -0.2010 0.0397 0.2613 -0.003
C -2.319 4.211 2.087 -0.0059 0.0123 -0.1090 -0.006
C -1.234 -5.176 1.921 0.0295 0.0316 0.0491 -0.046
C 3.844 -0.443 2.323 0.0277 0.0064 -0.0760 0.019
C -0.779 -3.903 -0.071 0.0270 -0.0249 0.0242 0.011
C -1.311 -5.043 0.548 0.0153 0.0262 -0.0896 0.143
C -3.731 6.274 -0.488 0.0823 -0.1323 0.0406 0.000
C 2.460 -1.132 -3.662 -0.0498 -0.0825 0.0158 0.007
C -0.616 -4.176 2.665 -0.0400 -0.0805 -0.0257 0.133
C 0.181 -1.296 -2.826 -0.0546 -0.1413 0.3781 0.001
C -1.611 3.037 1.876 0.0104 -0.0237 0.0614 0.014
C 2.358 -1.147 -2.314 0.0814 -0.0113 0.2093 0.041
C -0.105 -3.072 1.985 0.0197 0.0578 -0.2401 -0.023
C 3.393 -0.994 -1.291 -0.0812 -0.0779 -0.1642 -0.027
C -0.648 1.325 0.412 -0.1018 0.3623 0.1211 0.026
C -1.298 -1.319 -2.634 0.0656 -0.0704 -0.0123 0.010
H -3.258 7.218 -0.751 -0.0825 0.0289 -0.0198 0.001
H 3.162 0.382 2.532 -0.0476 -0.0261 0.0037 -0.003
H -0.819 -3.778 -1.145 -0.0218 0.0085 -0.0194 0.018
H -1.535 -1.521 -1.592 -0.0307 -0.0057 0.0132 -0.002
H -0.526 -4.240 3.740 0.0066 0.0194 0.0057 0.004
H -1.776 -5.805 -0.062 -0.0057 -0.0042 0.0028 0.006
H -1.766 -2.069 -3.271 -0.0089 0.0112 -0.0212 0.001
H 5.317 -1.033 -2.337 0.0262 -0.0031 -0.0175 0.000
H -2.503 4.610 3.074 0.0065 -0.0036 0.0199 0.000
H -1.645 -6.048 2.412 0.0009 0.0003 0.0159 0.000
H -1.720 -0.345 -2.878 0.0044 0.0089 -0.0151 0.004
H -4.805 6.268 -0.658 0.0104 0.0866 -0.0250 0.001
H 3.343 -1.040 -4.270 0.0256 -0.0148 -0.0255 0.000
H 4.813 -0.199 2.752 -0.0039 0.0108 0.0029 0.002
H -1.700 2.847 -1.554 0.0120 -0.0144 -0.0202 0.004
H 3.484 -1.348 2.815 -0.0046 0.0091 0.0067 -0.007
H -1.217 2.483 2.716 -0.0192 0.0240 0.0309 0.004